# H6NO

A 2-piece molecular cluster, H6NO overall (wB97M-V/def2-TZVPD, the OMol25 dataset).

Computed properties:
Electronic energy ... -133.33518 Eh
HOMO ... -0.643 Ha
Net charge ... +1
Strongest force on any atom ... 0.0519 Eh/bohr
Energy relative to the best compared isomer or geometry (same formula, charge and spin) ... 32.8 kJ/mol
Frontier orbital gap ... 0.4951 Ha

Structure (XYZ):
```
8
H6NO, DFT wB97M-V/def2-TZVPD
H -0.5299 -0.8660 0.2159
O 0.2695 1.5231 1.8050
H 0.4823 0.3332 0.8566
H -0.4149 1.7572 2.4721
H 0.7024 -0.1993 -0.7378
H 0.9216 2.2586 1.8500
N 0.0000 0.0000 0.0000
H -0.6556 0.7317 -0.3350
```

Löwdin analysis output, partial charges in e: H 0.166; O -0.048; H 0.065; H 0.116; H 0.165; H 0.114; N 0.261; H 0.161

=====

# C5H8LiNaO4

C5H8LiNaO4 as an isolated structure (wB97M-V/def2-TZVPD, the OMol25 dataset).

Computed properties:
Electronic energy ... -666.05480 Eh
HOMO (alpha / beta) ... -0.202 / -0.202 Ha
Strongest force on any atom ... 0.0364 Eh/bohr
Energy relative to the best compared isomer or geometry (same formula, charge and spin) ... 124.7 kJ/mol
Frontier orbital gap (alpha / beta) ... 0.1412 / 0.1412 Ha

Structure (XYZ):
```
19
C5H8LiNaO4, DFT wB97M-V/def2-TZVPD
H -2.8596 0.5413 0.0013
O -1.8768 -1.2287 0.4036
C 0.3363 -0.0871 -1.3756
H 1.4682 1.2694 -0.1398
H -3.2435 -0.2330 1.5755
Li 1.6506 -1.7491 -0.5540
H -0.9201 1.5930 0.9037
C -0.5431 -1.2247 0.6191
H 0.2057 -0.2253 -2.4641
C 1.6478 0.6226 -1.0258
O -0.2259 -0.2484 1.5035
H -0.4989 0.6074 -1.1748
O 2.7098 -0.2578 -0.7079
O 0.1175 -2.2695 0.6087
H -1.4475 1.0438 2.5358
C -1.2569 0.7355 1.5024
H 1.9732 1.3015 -1.8458
Na 5.2085 -0.1894 -1.2262
C -2.4454 -0.0014 0.8604
```

Results of the Löwdin charge analysis, in e, for atoms 1 through 8: H 0.125; O 0.029; C -0.188; H 0.077; H 0.123; Li 0.682; H 0.118; C -0.650

=====

# C15H18N2O3

One molecule with the formula C15H18N2O3 (wB97M-V/def2-TZVPD, the OMol25 dataset).

Computed properties:
Electronic energy ... -917.66092 Eh
HOMO ... -0.335 Ha
Structure (SMILES) ... CN1C(=O)C(C(C)(C)c2ccccc2)C(=O)N(C)C1=O
Strongest force on any atom ... 0.0548 Eh/bohr
Energy relative to the best compared isomer or geometry (same formula, charge and spin) ... 53.8 kJ/mol
Frontier orbital gap ... 0.3485 Ha

Structure (XYZ):
```
38
C15H18N2O3, DFT wB97M-V/def2-TZVPD
O 3.9536 -0.3362 -1.4727
C 4.8255 -2.5823 -0.5313
C -1.4009 3.1400 -0.4858
C -2.0660 2.9988 0.7321
O -0.1735 -0.9002 0.8376
C 2.8002 -2.8454 0.7600
C 3.1959 -0.7991 -0.5948
H 3.1753 2.5412 1.4643
C 1.9779 1.3234 0.1592
H 1.3044 -0.1931 -1.1712
H 2.3662 1.2724 2.3568
H -0.1087 -3.5538 1.1788
H 5.6255 -1.8662 -0.3671
H 0.2501 -2.6464 2.6690
H -1.8447 2.3562 2.7823
C 2.6923 2.0764 -0.9958
H 0.4259 2.8924 -1.5824
C -1.3682 2.4477 1.8081
H 4.7631 -2.8130 -1.5957
C 0.5593 1.9824 0.3899
C 1.8663 -0.1445 -0.2268
H 3.7946 0.8961 1.3744
N 1.5694 -2.2811 1.1212
C 2.8677 1.4894 1.4093
C -0.0631 1.9688 1.6462
H 2.0731 2.0257 -1.9044
C 0.6852 -3.1760 1.8275
H 2.8340 3.1240 -0.6855
H -3.1001 3.3343 0.8417
C 1.0265 -1.0813 0.6504
C -0.0844 2.6906 -0.6375
H 0.4555 1.5665 2.5208
N 3.5875 -2.0159 -0.0476
O 3.1558 -3.9622 1.1128
H 3.6620 1.6122 -1.2417
H 1.2912 -4.0121 2.1601
H -1.9002 3.5856 -1.3441
H 4.9985 -3.4936 0.0274
```

Results of the Löwdin charge analysis, in e, for atoms 1 through 8: O 0.050; C -0.010; C -0.081; C -0.089; O 0.101; C -0.392; C -0.315; H 0.095

=====

# C36H75O37P

A 12-piece molecular cluster, C36H75O37P overall (wB97M-V/def2-TZVPD, the OMol25 dataset).

Computed properties:
Electronic energy ... -4542.11750 Eh
HOMO ... -0.382 Ha
Structure (SMILES) ... COP(=O)(OC)OC.COC(=O)OC.COC(=O)OC.COC(=O)OC.COC(=O)OC.COC(=O)OC.COC(=O)OC.COC(=O)OC.COC(=O)OC.COC(=O)OC.COC(=O)OC.COC(=O)OC
Strongest force on any atom ... 0.0346 Eh/bohr
Frontier orbital gap ... 0.3991 Ha

Structure (XYZ):
```
149
C36H75O37P, DFT wB97M-V/def2-TZVPD
H -5.4009 -1.1027 0.5067
O 0.1594 5.6091 -0.0145
O 2.8335 -3.3406 -1.8523
H -5.2005 0.6253 0.3628
O -2.2741 -5.7139 0.6867
C -4.6716 -0.3192 0.2879
H -1.9291 5.9615 5.4237
H 3.1251 -1.3133 -1.4409
H 2.6026 2.3014 -6.3532
O -1.0411 5.5763 3.5792
O 1.8993 -3.8346 3.4582
H -1.7273 2.2794 1.7978
H -3.4208 -8.9234 -0.8244
O -1.2631 5.6204 -3.0960
H 5.5077 -5.1705 0.1285
O -0.6268 0.1951 -1.7298
H 2.2239 1.9623 0.0483
C -0.4394 4.3249 -0.1024
O -4.0267 -0.4781 -0.9641
C -0.9957 2.2702 2.6131
H -3.8565 -5.6876 6.1136
H -5.0098 3.0175 1.5318
O 3.8437 -5.0459 -1.0617
O -3.1941 -1.6734 -2.5288
H 1.5494 -1.7990 -2.0856
O -2.6332 -7.0625 -1.0800
O -2.4697 -4.6338 7.2666
H 0.7582 5.7703 -3.5343
C -3.8251 -1.7383 -1.3526
C 5.6543 -0.1462 -3.2012
H 0.1224 4.1340 -3.1098
C -0.0681 5.0685 -3.6224
H 7.1057 -1.6961 -0.2363
H -2.8288 1.7056 -2.3434
C -0.2770 -4.4782 -0.9829
O -2.8647 7.0544 -3.0769
H -0.2223 -3.7764 -1.8101
C -3.1140 -4.0184 3.7330
H -0.5459 -2.2092 1.2965
C -3.6186 8.0813 -3.6828
H 2.9012 8.6764 -0.6823
H -4.1566 4.5695 1.4217
O -1.2945 -5.4156 -1.3298
O 0.9047 -0.2157 -0.1203
H 1.5643 -6.9417 2.5146
H 7.6357 -0.4905 0.9759
C 2.3107 1.2762 -6.1319
C -2.9430 -2.9422 -3.1272
O -3.1738 2.6804 -0.2346
O 3.4636 0.5056 -5.8103
C 5.2647 0.8725 -0.0260
C -5.0320 4.0100 1.0850
O -2.5163 3.9303 4.0246
H -5.8944 4.5760 1.4226
H 1.3431 0.8252 -2.1063
H 0.0073 1.8672 -2.7342
H -2.2939 3.2380 -3.0370
H -4.1740 8.5861 -2.8952
O 3.9696 0.9324 0.2316
O 1.9770 5.0928 -1.2982
H 3.7093 7.1600 -0.3968
H -3.8279 -3.5435 -3.3425
H 3.7628 -2.1123 2.7700
C -2.0919 -6.0141 -0.4612
H 4.7701 -6.7112 -0.3399
O -1.0280 -2.8513 6.5933
H 0.0948 -6.4040 1.6474
H -4.3689 -7.6367 -0.0911
C 3.9306 0.6187 -4.5727
H 2.9994 -1.6922 -3.1286
O -2.8908 -3.5147 5.0498
C 3.2757 2.1255 -0.1632
H 0.4414 0.3519 -3.4985
H -2.0997 -1.3859 1.7988
H -0.1283 4.8259 -4.6885
O -1.2840 -0.6407 0.1323
H 0.4598 -5.7479 3.2294
O -0.8677 -5.0648 5.2691
H 5.0727 -0.6474 -2.4233
H 2.3742 -1.1656 2.2225
H -3.1313 -6.5639 7.4985
O 5.9407 1.7756 -0.4423
H -0.5706 -0.9877 5.9238
H -1.0479 7.3109 4.6305
H -4.3791 -5.3624 7.7374
H 5.8525 0.8463 -2.7976
H 1.8419 0.7829 -6.9779
O 5.0866 -3.2733 -1.6724
H 0.6732 -4.9839 -0.8343
C 2.8423 7.6079 -0.8855
H -2.3878 -2.7891 -4.0451
O -4.1470 3.2983 -2.1744
C 0.9117 -6.0977 2.3006
H -3.9284 -0.4003 1.0841
C 3.0787 -1.9486 1.9351
H -3.5214 2.3094 -3.8966
C 5.0402 -5.7182 -0.6888
H -4.3133 7.6953 -4.4268
H -2.6335 6.8071 4.0192
H -0.2865 -2.2998 4.6944
H 3.6379 2.9531 0.4434
H 6.5647 -0.7248 -3.3162
O 1.6011 -5.0686 1.5878
H 7.5109 -0.0102 -0.6875
H -2.9200 -3.2670 2.9747
C 1.3268 5.8268 -0.6008
O 3.4696 1.3197 -3.7046
H -2.4602 -4.8690 3.5238
C -3.4967 -5.6012 7.1415
O -4.1274 -2.7394 -0.7707
H 3.4182 2.2694 -1.2323
H -2.3869 -3.5310 -2.3996
H -0.1482 1.6943 2.2424
H -2.8657 -8.1784 0.6708
C 7.0556 -0.6539 0.0657
H -0.5465 3.9841 -1.1279
C -1.7083 6.4627 4.4840
H 1.5839 1.2912 -5.3194
P -1.7374 -4.1162 5.9649
C 1.9845 -3.9999 2.2690
C -3.3512 -7.9813 -0.2858
C -1.8368 6.5961 -3.7844
C -1.4800 4.3250 3.5664
C -1.0987 -1.2784 1.3954
H -4.1111 -4.4528 3.6649
C -3.1560 2.5759 -2.9117
H -1.4428 1.7396 3.4518
H -2.9968 8.8475 -4.1464
C -0.2280 -0.2023 -0.5226
H -0.5604 -3.9573 -0.0676
C 2.6159 -1.9770 -2.1445
H 0.1076 3.5940 0.4892
H -1.4389 4.4036 0.3111
C 4.0206 -3.8137 -1.5383
C -0.2427 -2.0157 5.7423
O 1.6476 7.0940 -0.3421
O -1.4746 7.0167 -4.8496
O 5.6798 -0.3635 0.2511
C 0.3420 0.8511 -2.5309
O 2.5100 -3.1245 1.4178
H 3.6966 -1.4714 1.1770
H 0.7884 -1.9925 6.0997
H 5.7265 -5.8310 -1.5260
H 2.8793 7.4988 -1.9698
O -0.5745 3.5911 2.9156
O 4.9802 -0.1766 -4.4486
O -5.0755 3.8881 -0.3329
H -0.5563 -0.6271 2.0862
C -4.0543 3.2144 -0.8555
```

Results of the Löwdin charge analysis, in e, for atoms 1 through 8: H 0.099; O 0.032; O 0.016; H 0.087; O 0.123; C -0.033; H 0.097; H 0.093

=====

# C36H62ClF16N3O3P

A 3-piece molecular cluster, C36H62ClF16N3O3P overall (wB97M-V/def2-TZVPD, the OMol25 dataset).

Computed properties:
Electronic energy ... -4197.57162 Eh
HOMO ... -0.394 Ha
Net charge ... +1
Strongest force on any atom ... 0.0855 Eh/bohr
Frontier orbital gap ... 0.2930 Ha

Structure (XYZ):
```
122
C36H62ClF16N3O3P, DFT wB97M-V/def2-TZVPD
C 2.8667 0.4966 3.5383
F -4.0574 6.6245 -4.7973
C -0.8666 2.8041 0.2780
C 3.1089 -5.5924 -3.4269
H 4.4728 -4.9313 -1.8673
P -2.6770 -2.4651 1.4483
O 4.1786 -5.8424 -5.6890
C -3.9290 3.1894 -4.8666
H 3.7747 -0.7402 -2.9859
H -1.1113 -3.7766 -0.7208
H 3.3048 0.4984 1.3170
H -0.0304 4.7336 3.5686
C -0.2302 -0.6128 1.7048
C -3.0151 3.4533 -3.6641
F 2.4716 -6.7268 -3.8230
H -4.0886 6.2592 3.7312
F -2.0133 5.1569 -6.1352
C -0.8136 0.0245 0.3266
H -6.0568 5.2596 -6.2307
H 5.4003 -0.7996 -0.5287
H -3.8806 -0.1173 1.4896
H -3.8822 -0.9870 3.2634
H 1.7508 1.4214 1.8047
H -2.5670 -4.0090 -1.9996
H -2.4331 6.7484 2.9234
H -3.1151 -1.2408 -0.7984
H 1.0555 -1.7391 4.5330
C 1.8940 -1.3198 0.0695
F 6.1730 -6.1319 -6.6250
H -1.9871 0.1886 0.4746
F 6.5707 -8.5603 -5.2439
C 4.0253 -5.8578 -2.2386
H -0.3442 -2.1628 6.3167
H -4.0889 -2.8481 -0.6192
F -2.1112 7.2614 -6.6553
O -5.0035 4.1231 -4.9590
F 6.0917 -5.9128 -4.4708
N 1.8298 -2.1582 2.4343
C -3.9219 -1.1123 2.0991
F 3.3289 -6.4171 -1.2125
C -3.0972 5.8208 3.2480
H -3.4753 2.8431 4.3953
C 2.3285 0.3951 1.9980
H -2.2470 -1.3625 6.4006
H 5.0088 -0.0873 2.6972
H -1.9631 2.7891 6.3140
C 4.4197 -0.0953 3.7322
C -1.9310 -3.2313 -1.3551
F 2.1199 -4.7351 -3.0211
O -0.2782 0.2534 2.8861
H -1.4671 -2.4919 -2.1702
C 4.3055 -0.8250 -1.0007
H -2.3665 4.1279 -0.2045
H -0.0594 3.6536 0.0462
F -3.2572 3.1609 -6.0423
H 4.6123 -4.2746 -4.3544
C -1.2969 2.2124 4.1743
C -2.7882 6.0845 -6.7407
C -0.2084 1.4033 -0.2440
H 1.1869 -2.1494 -0.4127
H -2.8310 3.2561 2.6717
H 3.0513 -4.2909 -5.1057
H 3.8947 0.2777 -0.8876
H 4.8952 -8.4228 -6.3193
C 1.4281 -0.9443 1.6347
F -4.8588 7.1872 -6.7402
H -3.4372 5.3047 2.2436
C 5.4485 -6.4708 -5.5240
C 3.4221 -1.8944 -0.0649
H 4.9960 0.5649 4.5182
F 5.0169 -6.7256 -2.5409
C -0.5411 -2.8492 3.3019
F -4.5132 1.9668 -4.7417
C -1.6314 -2.5831 4.4789
C -3.0181 -2.3675 -0.4812
C 1.0159 -2.5030 3.6515
H 5.4333 -0.9150 -2.7116
N -2.0718 3.1876 -0.6074
H -4.9945 -1.5855 1.8704
H -0.5824 -4.0156 3.0511
C -1.5248 0.8437 3.2382
H 2.1284 0.1331 4.3650
H -2.7842 4.9537 5.3486
H -2.1273 0.1060 3.9476
F -2.4471 4.6854 -3.7328
C -1.4035 -1.9614 5.8134
H -2.7404 -2.9820 4.2862
Cl 3.0614 2.3516 3.8700
H 1.4873 -3.5119 4.0855
H -0.2224 2.5889 3.9085
C -0.7400 5.2978 4.3182
C 3.7961 -4.9486 -4.6406
H -3.5725 3.3907 -2.7262
H -0.6345 6.4735 4.1378
H -0.4868 1.5128 6.2986
C 5.3463 -7.9971 -5.4196
H -2.2639 1.1695 2.3975
H -2.8744 5.8297 -7.8010
C -5.0142 4.9306 -6.1389
H 4.0195 -1.9893 0.9332
H 0.9641 1.5346 -0.2007
H -4.8353 4.3397 -7.0452
C -2.2982 4.7917 4.2765
H -0.4376 1.3900 -1.4201
H 1.7499 -3.0194 1.8107
C -4.1596 6.2060 -6.0874
C -1.4864 1.8334 5.7836
H -0.2864 -2.7740 1.0566
N 4.4785 -1.2864 -2.4310
H 1.8372 -0.4025 -0.6564
F 4.5918 -8.3727 -4.3543
H -2.2525 0.9507 5.9595
H -0.3424 5.1298 5.4264
H -1.6538 3.4626 -1.5473
C -2.5180 3.2386 3.8014
C -0.8718 -2.0980 1.8546
F -1.9932 2.5585 -3.6183
H 3.4367 -2.9448 -0.6290
H 4.3244 -1.2066 4.1166
H -0.7496 -0.7738 -0.5600
H -1.0880 2.8812 1.4185
H 2.8443 -2.1655 2.7493
```

Results of the Löwdin charge analysis, in e, for atoms 1 through 8: C -0.608; F 0.125; C -0.244; C -0.431; H 0.160; P 0.944; O 0.034; C -0.475

=====

# C3H10O

A 2-piece molecular cluster, C3H10O overall (wB97M-V/def2-TZVPD, the OMol25 dataset).

Computed properties:
Electronic energy ... -195.47335 Eh
HOMO ... -0.393 Ha
Structure (SMILES) ... CC.CO
Strongest force on any atom ... 0.0760 Eh/bohr
Energy relative to the best compared isomer or geometry (same formula, charge and spin) ... 145.9 kJ/mol
Frontier orbital gap ... 0.4280 Ha

Structure (XYZ):
```
14
C3H10O, DFT wB97M-V/def2-TZVPD
H 1.8742 1.6348 0.5266
C -0.9957 -0.8175 -1.9165
O -1.9980 -0.6463 -0.9121
H 0.7155 1.9817 1.7436
H -0.4682 0.1736 1.4691
H -2.7286 -0.2240 -1.2679
C 1.4160 1.1905 1.4823
H -0.4608 0.0067 -2.2826
H -1.4513 -1.4790 -2.7248
H 2.1442 1.0543 2.2578
H -0.0507 -1.4277 -1.6821
H 0.8767 -0.9943 1.8587
H 0.5782 -0.4036 0.2345
C 0.5484 -0.0492 1.2133
```

Results of the Löwdin charge analysis, in e, for atoms 1 through 8: H 0.085; C -0.175; O -0.091; H 0.050; H 0.047; H 0.035; C -0.168; H 0.047